Model A:
DFT (ωB97M-V/def2-TZVPD) results for a cluster of 2 separate species, CHN2OS in total.

Geometry (Å):
S -2.14182 -0.86583 0.53207
O 1.82871 -0.91582 -1.04416
N 1.20087 -0.64302 -0.01482
N -0.78741 1.52484 0.06049
C -1.35369 0.52571 0.24386
H 1.25333 0.37412 0.22257

The lowest unoccupied orbital energy comes out at 3.50 eV. Its molar mass is 89.10 g mol⁻¹. The value obtained for the gap between HOMO and LUMO is 7.0407 eV. The spin multiplicity is 1. As for the charge: -1.

=====

Model B:
DFT (ωB97M-V/def2-TZVPD) results for a cluster of 2 separate species, CHN2OS in total.

Geometry (Å):
S -1.90920 0.16281 0.28374
O 0.85033 -0.46958 1.72047
N 0.37453 -0.63538 0.55789
N 1.34321 -0.17818 -1.56152
C 0.90176 -0.03338 -0.49357
H -1.56063 1.15370 -0.50701

The lowest unoccupied orbital energy (alpha / beta) comes out at 3.36 / 3.91 eV. Its molar mass is 89.10 g mol⁻¹. The value obtained for the gap between HOMO and LUMO (alpha / beta) is 7.0110 / 7.6226 eV. The spin multiplicity is 1. As for the charge: -1.

=====

Stability check: which of them is most stable? model A.

=====

Model A:
DFT (ωB97M-V/def2-TZVPD) results for a structure of composition C3H8NS.

Geometry (Å):
S -2.29297 0.82244 -0.23640
N -0.66687 -1.65310 -0.01096
C -0.21916 -0.27428 -0.40554
C 0.64772 0.48232 0.39897
C 1.43025 1.45943 -0.02477
H -1.33342 -1.59162 0.85515
H -2.41006 0.36439 -1.55008
H 1.50941 1.82456 -1.02605
H -0.23711 -0.03015 -1.50868
H 2.00967 1.88326 0.63740
H 0.79867 0.24028 1.40968
H -1.26258 -2.11485 -0.67747
H 0.07209 -2.28211 0.31861

The lowest unoccupied orbital energy (alpha / beta) comes out at -5.26 / -5.26 eV. Its molar mass is 90.17 g mol⁻¹. The value obtained for the gap between HOMO and LUMO (alpha / beta) is 8.1722 / 8.1727 eV. The spin multiplicity is 1. As for the charge: +1.

=====

Model B:
DFT (ωB97M-V/def2-TZVPD) results for a structure of composition C3H8NS.

Geometry (Å):
S 0.46031 1.68543 -0.20651
N -1.23655 0.07592 1.20314
C 0.62875 0.38484 -1.54432
C 0.24951 0.27660 0.91147
C 0.75898 -0.83767 -0.60085
H -0.00516 -1.66518 -0.63923
H 1.77890 -1.32366 -0.56471
H -0.14429 0.30268 -2.23727
H -1.95669 0.05651 0.42393
H -1.40243 1.03221 1.67517
H 0.84926 0.18446 1.77906
H 1.55397 0.61677 -1.86788
H -1.53458 -0.78891 1.66802

The lowest unoccupied orbital energy comes out at -3.93 eV. Its molar mass is 90.17 g mol⁻¹. The value obtained for the gap between HOMO and LUMO is 9.7959 eV. The spin multiplicity is 1. As for the charge: +1.

=====

Stability check: which of them is most stable? model B.